Record 1
{
  "formula": "C15H14N2O4S3Tc",
  "method": "ωB97M-V/def2-TZVPD",
  "species": ["Tc", "O", "N", "C", "C", "C", "C", "C", "S", "H", "H", "H", "H", "S", "C", "N", "C", "C", "S", "H", "H", "H", "H", "H", "O", "C", "C", "C", "C", "C", "C", "C", "O", "O", "H", "H", "H", "H", "H"],
  "positions_angstrom": [[-0.60971, 0.47694, 0.22472], [0.44428, -1.12818, 0.44648], [-0.07693, -2.32166, 0.06841], [0.64565, -3.42952, 0.32484], [0.14213, -4.64903, -0.05797], [-1.09499, -4.71277, -0.70279], [-1.80454, -3.55508, -0.95456], [-1.26685, -2.33708, -0.55103], [-2.02286, -0.76864, -0.79787], [1.58712, -3.25993, 0.82678], [0.71466, -5.54166, 0.14747], [-1.49868, -5.66890, -1.00421], [-2.76341, -3.57013, -1.45175], [0.33510, 1.38210, -1.72520], [1.03982, 2.82244, -1.07981], [1.13195, 3.92709, -1.77301], [1.66125, 5.10831, -1.07845], [2.35412, 4.60246, 0.19228], [1.74004, 2.89936, 0.47638], [0.72691, 3.99797, -2.69830], [0.82395, 5.77120, -0.84975], [2.36111, 5.63030, -1.72903], [2.11919, 5.21571, 1.05839], [3.43398, 4.53437, 0.07752], [-2.28904, 0.95654, 4.55228], [-2.82739, 2.08179, 4.08890], [-3.59660, 2.82672, 4.99254], [-4.18445, 4.00092, 4.59026], [-4.03726, 4.48985, 3.27839], [-3.28937, 3.77886, 2.38245], [-2.66704, 2.56508, 2.76424], [-1.91028, 1.87409, 1.78195], [-1.70245, 2.24467, 0.59666], [-1.31894, 0.69750, 2.02224], [-1.78307, 0.49904, 3.87242], [-3.71173, 2.45100, 5.99890], [-4.77683, 4.56045, 5.30108], [-4.51687, 5.41268, 2.98902], [-3.16363, 4.11901, 1.36421]],
  "lowdin_charge": [1.092, -0.265, -0.156, 0.040, 0.018, 0.009, -0.024, -0.526, 0.836, 0.159, 0.136, 0.137, 0.132, 0.678, -1.022, -0.005, -0.150, -0.334, 1.012, 0.170, 0.139, 0.141, 0.096, 0.095, 0.131, -0.225, 0.024, -0.013, -0.047, 0.001, -0.078, -0.498, -0.122, -0.177, 0.093, 0.135, 0.126, 0.117, 0.124],
  "multiplicity": 2,
  "gap_ev": [5.43, 5.67],
  "total_charge": 2,
  "s_squared": 0.759
}


Record 2
{
  "formula": "C11H17Cl21",
  "method": "ωB97M-V/def2-TZVPD",
  "species": ["Cl", "C", "Cl", "Cl", "H", "Cl", "C", "Cl", "Cl", "H", "Cl", "C", "Cl", "Cl", "H", "Cl", "C", "Cl", "Cl", "H", "Cl", "C", "Cl", "Cl", "H", "Cl", "C", "C", "Cl", "H", "H", "H", "H", "Cl", "C", "C", "Cl", "H", "H", "H", "H", "Cl", "C", "C", "Cl", "H", "H", "H", "H"],
  "positions_angstrom": [[2.53104, 4.89693, 2.80419], [0.83336, 4.39156, 2.57122], [-0.24649, 5.64872, 3.17668], [0.51513, 2.99411, 3.52034], [0.67803, 4.20703, 1.52459], [2.85970, -3.36403, -0.95976], [1.31091, -4.23549, -1.48831], [0.97874, -4.08343, -3.19507], [-0.02067, -3.65308, -0.57696], [1.51666, -5.30285, -1.26511], [-2.87034, 2.84574, -2.36303], [-1.61549, 3.29233, -1.26262], [-1.73293, 2.49664, 0.31207], [-1.38471, 5.05151, -1.09379], [-0.76515, 2.88137, -1.86745], [5.71494, -0.64846, 2.11771], [4.55382, 0.03895, 3.19899], [2.95979, -0.68966, 3.17177], [4.29016, 1.70389, 2.72836], [5.00957, -0.03787, 4.23590], [0.78062, 0.35009, -6.29228], [1.63346, -1.11239, -5.55483], [3.24481, -0.57474, -4.87616], [1.76031, -2.36856, -6.67247], [1.01022, -1.37921, -4.70878], [-0.75997, -0.98430, 2.03196], [-1.63075, -0.81285, 3.55049], [-2.47315, -2.03255, 3.86583], [-3.66017, -1.66601, 5.16243], [-2.26411, 0.06492, 3.49194], [-0.87166, -0.65578, 4.32186], [-1.76591, -2.85428, 4.17146], [-3.02806, -2.39632, 3.00432], [0.06873, 0.34342, -2.16904], [1.55419, 0.23826, -1.12087], [1.70738, 1.19781, 0.02037], [1.96493, 2.90529, -0.53648], [2.31570, 0.28093, -1.85337], [1.56888, -0.78038, -0.70065], [2.64410, 1.03570, 0.58507], [0.82136, 1.17339, 0.64900], [-4.93921, -1.75463, 0.28893], [-3.79965, -0.64084, -0.78786], [-3.38140, -1.34831, -2.10132], [-4.60651, -1.05781, -3.36039], [-2.92117, -0.52895, -0.11611], [-4.33087, 0.26470, -0.96301], [-3.24159, -2.42839, -2.07315], [-2.51661, -0.91213, -2.54661]],
  "lowdin_charge": [0.497, -1.578, 0.524, 0.535, -0.058, 0.469, -1.528, 0.557, 0.555, 0.030, 0.574, -1.606, 0.539, 0.530, -0.046, 0.558, -1.596, 0.522, 0.519, 0.052, 0.455, -1.527, 0.474, 0.597, -0.038, 0.570, -0.682, -0.657, 0.547, 0.063, 0.074, 0.093, 0.044, 0.567, -0.598, -0.609, 0.568, 0.032, 0.034, 0.025, 0.009, 0.416, -0.526, -0.646, 0.541, 0.026, 0.029, 0.064, 0.003],
  "gap_ev": 10.86,
  "total_charge": 0
}


Record 3
{
  "formula": "C4H7N3O",
  "method": "ωB97M-V/def2-TZVPD",
  "species": ["H", "N", "C", "N", "C", "N", "H", "C", "C", "O", "H", "H", "H", "H", "H"],
  "positions_angstrom": [[1.35314, 3.11305, 1.01895], [0.85716, 2.28348, 1.07658], [0.81930, 1.62873, -0.02717], [0.34175, 0.30655, -0.09060], [0.38363, -0.26339, -1.37189], [0.20914, -1.55292, -1.57485], [0.16349, -1.81990, -2.57346], [-0.05164, -0.37979, 1.06593], [-1.35140, -1.16959, 0.91036], [0.56385, -0.46118, 2.09534], [1.14154, 1.98493, -1.00342], [0.42268, 0.42069, -2.21925], [-1.05982, -2.23355, 1.10214], [-2.06411, -0.73850, 1.68050], [-1.72871, -1.11860, -0.08913]],
  "lowdin_charge": [0.016, 0.135, -0.205, -0.018, -0.209, 0.096, 0.055, -0.467, -0.013, 0.121, 0.117, 0.119, 0.102, 0.110, 0.042],
  "gap_ev": 10.25,
  "total_charge": 0
}


Record 4
{
  "formula": "C2H6N3O",
  "method": "ωB97M-V/def2-TZVPD",
  "species": ["C", "N", "N", "C", "N", "O", "H", "H", "H", "H", "H", "H"],
  "positions_angstrom": [[-1.21693, 0.98497, -1.31917], [-1.05058, -0.24882, -0.88620], [-0.09033, -0.96691, -0.20946], [0.81797, -0.48414, 0.57199], [0.79038, 0.76286, 1.17573], [1.74657, -1.36562, 0.94719], [-0.36271, 1.69510, -1.00340], [-2.02616, 0.97480, -1.94653], [-1.58788, -1.06030, -1.19152], [-0.09620, 1.18451, 1.25135], [1.42505, 0.80056, 1.96955], [1.65082, -2.27702, 0.64046]],
  "lowdin_charge": [0.195, -0.007, 0.094, -0.435, 0.208, 0.153, 0.152, 0.081, 0.179, 0.094, 0.136, 0.150],
  "gap_ev": 9.40,
  "total_charge": 1
}


Record 5
{
  "formula": "C33H50ClHfP",
  "method": "ωB97M-V/def2-TZVPD",
  "species": ["Hf", "P", "Cl", "C", "H", "H", "C", "C", "C", "H", "C", "H", "H", "C", "H", "H", "C", "H", "H", "C", "H", "H", "H", "H", "C", "C", "H", "C", "H", "H", "C", "H", "H", "C", "H", "H", "C", "H", "H", "H", "H", "C", "H", "C", "H", "H", "C", "H", "H", "C", "H", "H", "C", "H", "H", "H", "H", "C", "C", "H", "C", "H", "C", "H", "H", "C", "H", "H", "C", "H", "H", "H", "H", "C", "C", "C", "C", "C", "C", "C", "C", "H", "H", "H", "H", "H"],
  "positions_angstrom": [[0.88745, 0.17920, 1.52400], [0.12927, 0.57663, -1.17145], [1.33245, 2.45554, 1.59352], [-1.95154, -0.27869, 0.71266], [-2.95353, 0.02426, 0.26503], [-1.80169, 0.39211, 1.63159], [1.97617, 0.79156, -1.50164], [-0.68848, 2.24335, -1.39623], [2.42542, 0.83245, -2.96873], [2.20307, 1.77625, -1.05567], [3.90735, 1.20887, -3.04640], [2.27660, -0.15678, -3.42161], [1.83740, 1.55378, -3.55198], [4.79683, 0.31039, -2.18003], [4.23663, 1.16368, -4.09039], [4.02319, 2.25186, -2.72207], [4.25831, 0.08068, -0.76131], [4.91451, -0.66154, -2.67606], [5.80047, 0.74583, -2.12170], [2.75556, -0.27013, -0.71366], [4.83860, -0.70265, -0.25816], [4.40513, 0.99414, -0.17086], [2.60248, -1.26039, -1.17625], [2.45092, -0.35498, 0.41402], [-0.56432, -0.51650, -2.54651], [-2.20162, 2.06441, -1.57683], [-0.50268, 2.71537, -0.41271], [-2.92902, 3.41086, -1.54019], [-2.40655, 1.55588, -2.53106], [-2.61178, 1.41961, -0.80033], [-2.32263, 4.43504, -2.50538], [-3.98826, 3.24579, -1.77932], [-2.89145, 3.80399, -0.51577], [-0.79377, 4.53888, -2.42066], [-2.60794, 4.17188, -3.53113], [-2.76019, 5.41866, -2.29894], [-0.08354, 3.17634, -2.45280], [-0.41376, 5.15911, -3.24134], [-0.51940, 5.04195, -1.48363], [-0.17954, 2.73123, -3.45433], [0.99172, 3.32228, -2.27202], [0.12899, -1.88609, -2.65506], [-1.59652, -0.68336, -2.18415], [-0.59998, -2.83347, -3.62564], [1.17066, -1.75172, -2.98497], [0.17628, -2.39425, -1.68739], [-0.81892, -2.21678, -5.01101], [-0.03018, -3.76878, -3.70915], [-1.57887, -3.08744, -3.18760], [-1.38746, -0.79229, -4.95198], [0.14009, -2.20540, -5.54994], [-1.49447, -2.85553, -5.58748], [-0.65396, 0.11504, -3.94872], [-1.34714, -0.33128, -5.94903], [-2.44787, -0.84361, -4.65801], [0.36156, 0.30548, -4.32369], [-1.15929, 1.08620, -3.92445], [-0.22258, -1.80923, 1.03445], [-1.78231, -1.69895, 0.89306], [0.05937, -2.07883, -0.01204], [-2.57199, -2.56340, 1.83545], [-2.01797, -2.13477, -0.14835], [-1.89909, -2.70439, 3.20056], [-3.63250, -2.23268, 1.96694], [-2.63433, -3.56597, 1.37072], [-0.59154, -3.49759, 2.93289], [-1.62896, -1.72714, 3.64926], [-2.54976, -3.17275, 3.97490], [0.39924, -2.75462, 2.02375], [-0.14981, -3.77808, 3.91266], [-0.87487, -4.41179, 2.43820], [1.17602, -2.33251, 2.66426], [0.95694, -3.47729, 1.41951], [0.32274, -0.05330, 3.57711], [0.17344, -0.21641, 4.82353], [0.06882, -0.28953, 6.22971], [-1.04148, 0.34477, 6.88360], [-1.01317, 0.53161, 8.29048], [0.08917, 0.04691, 9.04788], [1.13561, -0.65524, 8.40424], [1.11502, -0.84636, 7.02118], [-1.85389, 0.72169, 6.31019], [-1.80469, 1.06876, 8.77229], [0.12547, 0.23571, 10.09828], [1.97703, -1.02003, 8.99744], [1.92925, -1.37547, 6.53246]],
  "lowdin_charge": [1.054, 1.046, 0.041, -0.184, 0.057, 0.026, -0.477, -0.429, -0.213, 0.082, -0.195, 0.099, 0.097, -0.192, 0.111, 0.117, -0.187, 0.114, 0.112, -0.236, 0.114, 0.117, 0.124, 0.023, -0.380, -0.218, 0.067, -0.191, 0.103, 0.058, -0.203, 0.112, 0.117, -0.193, 0.111, 0.106, -0.206, 0.109, 0.116, 0.097, 0.105, -0.208, 0.112, -0.189, 0.097, 0.082, -0.205, 0.112, 0.117, -0.187, 0.112, 0.106, -0.206, 0.112, 0.117, 0.096, 0.081, -0.370, -0.485, 0.040, -0.187, 0.128, -0.194, 0.120, 0.111, -0.190, 0.082, 0.112, -0.280, 0.110, 0.094, 0.058, 0.100, -0.174, -0.109, -0.250, -0.012, -0.066, -0.079, -0.086, -0.036, 0.099, 0.089, 0.085, 0.101, 0.110],
  "gap_ev": [4.92, 4.92],
  "total_charge": 0
}


Record 6
{
  "formula": "C18H38OP2Tc",
  "method": "ωB97M-V/def2-TZVPD",
  "species": ["P", "P", "C", "C", "H", "H", "H", "H", "C", "H", "H", "H", "C", "H", "H", "H", "C", "H", "H", "H", "C", "H", "H", "H", "Tc", "C", "C", "C", "C", "C", "C", "C", "C", "C", "H", "H", "H", "H", "H", "H", "H", "H", "H", "H", "H", "H", "H", "H", "H", "C", "C", "C", "O", "H", "H", "H", "H", "H", "H", "H"],
  "positions_angstrom": [[-0.82721, -2.15977, -0.23843], [0.59305, 1.29561, -2.27255], [-1.11832, -1.30048, -1.82008], [-0.15165, -0.35723, -2.63481], [-2.11021, -0.84081, -1.74750], [-1.26498, -2.17251, -2.48076], [0.69945, -0.95192, -2.97097], [-0.70204, -0.13078, -3.57572], [-0.45713, 2.35251, -3.52395], [-0.33829, 3.43301, -3.33755], [-1.53155, 2.12581, -3.44812], [-0.13319, 2.15466, -4.55709], [1.90561, 2.59257, -3.36812], [1.86623, 2.18712, -4.40027], [2.96560, 2.66855, -3.08961], [1.53746, 3.63890, -3.36562], [-2.71781, -3.35729, -0.01897], [-2.87467, -3.89024, 0.97263], [-2.44963, -4.16822, -0.74044], [-3.69256, -2.88840, -0.29363], [0.34855, -3.46284, -0.70034], [1.29881, -2.99445, -0.97523], [-0.07923, -4.01274, -1.54401], [0.48740, -4.12032, 0.16455], [-1.66567, -2.39961, 1.55532], [0.97001, 3.21187, -0.90990], [-0.11980, 2.29185, -0.95682], [-0.24108, 1.19593, 0.10915], [1.07364, 0.39491, 0.36203], [1.97310, 0.12163, -0.76910], [2.57352, 1.10847, -1.55045], [3.24055, 2.18383, -0.68770], [2.13728, 3.05962, -0.08200], [-0.80050, -3.87009, 2.81603], [0.74159, 4.18366, -1.35460], [-1.10102, 2.66879, -1.22957], [-0.97589, 0.44578, -0.22468], [-0.63906, 1.60753, 1.05097], [1.55114, 0.85633, 1.24380], [0.73123, -0.59267, 0.74160], [2.33176, -0.90934, -0.83656], [3.15369, 0.74482, -2.40004], [4.02575, 2.74805, -1.22279], [3.75865, 1.64482, 0.12029], [1.87882, 2.67513, 0.92289], [2.59913, 4.04742, 0.07146], [-0.05481, -3.48718, 3.54484], [-0.31033, -4.76059, 2.38277], [-1.61685, -4.28053, 3.43690], [-0.41821, -0.48114, 4.60289], [-1.63505, -0.52377, 3.67519], [-2.49480, 0.74883, 3.68084], [-1.20684, -0.72957, 2.35274], [0.29081, 0.30481, 4.30171], [0.10315, -1.44116, 4.58521], [-0.71222, -0.25825, 5.63616], [-2.26863, -1.36704, 4.00403], [-1.90299, 1.61102, 3.34364], [-3.32309, 0.60156, 2.98464], [-2.90072, 1.00356, 4.66570]],
  "lowdin_charge": [0.753, 1.035, -0.337, -0.246, 0.096, 0.101, 0.094, 0.103, -0.227, 0.059, 0.063, 0.056, -0.077, 0.075, 0.051, 0.069, -0.209, 0.035, 0.065, 0.068, -0.214, 0.047, 0.068, 0.046, 1.094, -0.141, -0.359, -0.174, -0.202, -0.164, -0.271, -0.117, -0.172, -0.203, 0.138, 0.140, 0.059, 0.129, 0.131, 0.062, 0.129, 0.136, 0.135, 0.140, 0.123, 0.142, 0.012, 0.010, 0.023, -0.034, -0.546, -0.039, -0.390, 0.089, 0.063, 0.098, 0.124, 0.082, 0.078, 0.095],
  "multiplicity": 4,
  "gap_ev": [5.60, 6.35],
  "total_charge": 2,
  "s_squared": 3.903
}